1.
Here is 10 unconnected molecules or ions with the total composition C54H132N8O2 at a distorted geometry from the Open Molecules 2025 dataset. Energies are from ωB97M-V/def2-TZVPD.

```
196
C54H132N8O2 (ωB97M-V/def2-TZVPD)
O -26.997 13.814 -5.347
O -29.145 9.780 0.381
N -25.077 19.146 -7.963
N -29.366 7.611 -5.185
N -26.649 11.512 -8.993
N -22.067 7.408 -7.490
N -23.191 9.898 -1.874
N -31.658 18.181 -7.588
N -27.877 14.601 -0.173
N -34.241 14.656 -5.285
C -23.379 10.063 -3.316
C -25.626 10.196 -1.499
C -29.854 6.265 -4.763
C -24.320 8.137 -6.646
C -30.130 9.597 -6.337
C -27.213 12.896 -9.260
C -30.673 9.574 -1.389
C -35.431 15.764 -3.453
C -24.399 12.198 -8.254
C -23.352 19.925 -6.441
C -27.036 14.758 1.023
C -32.599 13.922 -3.518
C -35.351 15.804 -7.131
C -33.585 19.214 -6.373
C -21.299 7.391 -6.251
C -24.196 10.526 -1.010
C -25.229 11.477 -9.329
C -31.253 6.337 -4.125
C -23.103 6.057 -9.357
C -27.091 7.286 -4.198
C -29.658 10.339 -0.577
C -26.943 14.231 -1.314
C -28.672 13.082 -8.788
C -33.100 13.751 -5.007
C -24.902 19.902 -6.697
C -26.924 11.489 -4.961
C -35.411 14.547 -4.379
C -26.071 20.881 -9.458
C -27.263 9.050 -9.176
C -34.568 14.608 -6.697
C -27.907 7.597 -5.461
C -23.354 11.506 -3.825
C -29.250 11.724 -1.083
C -31.810 16.767 -7.179
C -25.023 17.676 -7.727
C -29.629 15.647 -1.661
C -23.138 8.422 -7.556
C -27.361 10.551 -9.789
C -30.078 8.076 -6.364
C -30.669 18.934 -6.847
C -26.201 19.558 -8.753
C -27.818 14.875 2.410
C -21.867 10.324 -1.505
C -22.542 6.059 -7.891
C -20.628 8.735 -5.996
C -26.114 15.443 -1.844
C -27.623 12.818 -5.029
C -26.059 17.196 -6.708
C -28.738 15.785 -0.404
C -21.445 9.784 -0.136
C -32.980 18.852 -7.711
C -30.557 15.931 -7.369
C -29.066 12.907 -4.782
C -30.308 20.315 -7.453
H -26.246 8.660 -9.173
H -30.278 9.096 -2.286
H -25.146 17.232 -8.715
H -23.983 8.097 -5.610
H -31.699 13.317 -3.402
H -24.046 17.320 -7.400
H -29.004 12.588 -7.875
H -32.605 16.349 -7.796
H -20.532 6.617 -6.254
H -31.256 6.952 -3.225
H -20.362 9.771 -0.015
H -26.906 21.006 -10.148
H -27.515 13.851 -2.161
H -21.189 9.845 -2.212
H -26.694 16.297 -2.195
H -29.055 15.682 -2.587
H -32.210 16.646 -6.173
H -29.240 13.572 -3.937
H -33.546 18.343 -5.718
H -29.482 11.909 -4.639
H -27.646 9.139 -8.159
H -27.029 10.612 -10.826
H -26.042 16.113 -6.585
H -31.180 20.957 -7.327
H -23.316 5.673 -7.226
H -23.326 20.520 -5.528
H -31.548 5.326 -3.843
H -30.192 14.714 -1.643
H -29.431 12.800 -9.518
H -32.834 19.708 -8.370
H -29.747 18.369 -6.714
H -29.449 13.452 -5.644
H -26.028 11.569 -4.346
H -25.263 20.931 -6.715
H -33.675 14.640 -7.320
H -23.581 8.466 -8.551
H -23.140 5.003 -9.632
H -27.203 14.830 3.309
H -22.390 6.477 -10.066
H -28.702 12.220 -0.282
H -30.148 16.064 -8.371
H -27.631 6.832 -6.187
H -22.895 20.378 -7.321
H -30.502 9.922 -5.365
H -35.605 16.672 -4.032
H -25.378 15.728 -1.093
H -21.893 7.208 -5.356
H -27.628 8.569 -5.868
H -24.653 12.076 -7.202
H -19.926 8.703 -5.162
H -35.706 15.813 -8.161
H -23.703 11.592 -4.854
H -34.478 15.934 -2.952
H -29.716 7.748 -7.339
H -36.268 15.593 -2.776
H -30.151 12.312 -1.260
H -31.541 10.167 -1.678
H -33.263 12.698 -5.236
H -33.668 18.187 -8.234
H -29.862 16.206 -6.575
H -32.977 19.986 -5.902
H -31.089 7.668 -6.344
H -27.097 13.105 -10.323
H -30.904 19.121 -5.798
H -36.296 15.910 -6.598
H -30.390 16.427 -1.686
H -21.863 10.359 0.690
H -23.017 18.904 -6.260
H -28.916 14.133 -8.631
H -34.788 16.700 -6.866
H -30.819 10.019 -7.069
H -27.055 17.556 -6.970
H -22.358 11.937 -3.720
H -25.006 11.867 -10.322
H -23.336 11.989 -8.371
H -25.430 19.423 -5.872
H -23.989 11.596 -0.994
H -19.976 8.924 -6.848
H -24.228 9.441 -3.601
H -28.604 14.121 2.447
H -30.084 20.413 -8.515
H -36.336 14.469 -4.949
H -24.045 12.123 -3.251
H -28.422 10.788 -9.852
H -21.862 8.781 -0.042
H -26.305 13.421 -0.960
H -27.077 19.652 -8.111
H -28.313 15.846 2.447
H -24.436 13.266 -8.469
H -21.753 11.388 -1.712
H -33.338 13.638 -2.769
H -29.169 10.070 -6.538
H -26.718 13.703 -8.719
H -27.664 10.831 -4.506
H -26.667 11.111 -5.950
H -29.204 5.863 -3.986
H -29.406 15.897 0.450
H -26.380 18.829 -9.544
H -24.917 10.434 -9.370
H -24.798 7.204 -6.946
H -32.397 14.954 -3.232
H -21.657 5.430 -7.795
H -24.088 10.109 -0.009
H -29.845 5.628 -5.648
H -25.113 21.005 -9.962
H -24.092 6.480 -9.533
H -27.983 8.365 -9.624
H -26.397 15.635 0.913
H -25.987 10.873 -2.274
H -28.166 16.707 -0.514
H -35.098 13.692 -6.958
H -29.516 20.774 -6.860
H -26.407 13.879 1.159
H -22.611 9.514 -3.860
H -31.934 6.795 -4.842
H -22.690 9.396 -7.358
H -34.611 19.566 -6.478
H -35.302 13.649 -3.771
H -26.316 10.351 -0.670
H -21.266 9.607 -5.852
H -28.691 11.587 -2.009
H -25.448 15.193 -2.670
H -26.023 7.411 -4.380
H -27.291 6.277 -3.837
H -26.175 21.768 -8.833
H -31.080 8.760 -0.789
H -25.863 17.473 -5.673
H -30.687 14.849 -7.348
H -27.389 8.044 -3.474
H -25.693 9.165 -1.847
H -25.004 8.983 -6.722
H -32.229 14.086 -5.570
```

Output
SMILES string: CCN(CC)CC.CCN(CC)CC.CCN(CC)CC.CCN(CC)CC.CCN(CC)CC.CCN(CC)CC.CCN(CC)CC.CCN(CC)CC.CC(C)=O.CC(C)=O
Spin multiplicity: 1
Calculated total energy, eV: -74150.7575
HOMO-LUMO gap, eV: 8.6
Highest occupied orbital energy, eV: -8.0

---

2.
Here is a single C4H6O2 molecule from the Open Molecules 2025 dataset. Energies are from ωB97M-V/def2-TZVPD.

```
12
C4H6O2 (ωB97M-V/def2-TZVPD)
O 0.278 -0.859 -1.407
O 0.551 -1.560 2.561
C 0.388 -1.406 1.376
C 0.015 0.037 -0.633
C -0.395 -0.251 0.793
C 0.177 1.481 -1.006
H 1.262 1.608 -0.951
H -0.179 1.665 -2.021
H -0.285 2.175 -0.301
H -0.318 0.622 1.448
H 0.818 -2.093 0.623
H -1.455 -0.530 0.741
```

Output
SMILES string: CC(=O)CC=O
Spin multiplicity: 1
Calculated total energy, eV: -8339.6274
HOMO-LUMO gap, eV: 10.5
Highest occupied orbital energy, eV: -9.8

---

3.
Here is 2 unconnected molecules or ions with the total composition Cl3HSSi at a distorted geometry from the Open Molecules 2025 dataset. Energies are from ωB97M-V/def2-TZVPD.

```
6
Cl3HSSi (ωB97M-V/def2-TZVPD)
Cl -3.709 0.629 0.633
Cl 1.468 0.788 -1.698
Cl 1.819 1.047 1.460
S 2.048 -2.204 0.169
Si 1.814 -0.262 0.005
H -3.440 0.003 -0.569
```

Output
SMILES string: S=[Si](Cl)Cl.Cl
Spin multiplicity: 1
Calculated total energy, eV: -56299.3209
HOMO-LUMO gap, eV: 9.4
Highest occupied orbital energy, eV: -9.7

---

Q: Which of these has the lowest HOMO-LUMO gap?
A: C54H132N8O2